No. 1
A structure of composition C5H6N2O2 at a distorted geometry, computed with ωB97M-V/def2-TZVPD.

The LUMO energy comes out at -0.0085 Ha. The highest occupied orbital energy is -9.0 eV. As for the molar mass: 126.11 g mol⁻¹. The frontier orbital gap is 8.8 eV.

Structure (ORCA input):
```
! wB97M-V def2-TZVPD RIJCOSX def2/J DEFGRID3
* xyz 0 1
O 1.96329 1.87658 1.12680
O -0.67650 1.85014 0.63476
N 2.62616 -0.30823 0.97475
N -1.77698 0.15846 -0.48808
C -0.01742 -1.30074 -0.66236
C -0.69474 0.80990 -0.02469
C 0.46123 -0.11637 -0.24008
C 1.80869 0.19893 0.21381
C -1.48839 -1.19644 -0.89083
H 0.99803 2.05111 1.17214
H 2.73634 0.92271 1.71667
H -1.74291 -1.37481 -1.94764
H 0.51502 -2.25033 -0.67476
H -2.04118 -1.93241 -0.28596
H -2.67062 0.61150 -0.62451
*
```



No. 2
A structure of composition C6H9GaO5 at a distorted geometry, computed with ωB97M-V/def2-TZVPD.

The LUMO energy (spin up / spin down) comes out at -0.2008 / -0.3017 Ha. As for the expectation value of S²: 0.752. The highest occupied orbital energy (spin up / spin down) is -13.5 / -13.4 eV. As for the molar mass: 230.86 g mol⁻¹. The frontier orbital gap (spin up / spin down) is 8.0 / 5.2 eV.

Structure (ORCA input):
```
! wB97M-V def2-TZVPD RIJCOSX def2/J DEFGRID3
* xyz 1 2
Ga 0.86804 0.92036 1.15841
O -0.70184 -0.08681 -2.13124
O -0.77384 0.51596 0.08524
O 1.03232 -1.00404 1.65040
O 1.15209 0.54355 -0.83952
O 0.47646 -3.20849 1.53159
C -2.52881 0.68295 1.72143
C -2.14469 0.18662 0.34913
C -0.17777 -0.16092 -1.02823
C 2.07776 0.47912 -1.83544
C 0.69782 -2.08932 1.23969
C 3.34706 0.83831 -1.65745
H 3.77642 0.94384 -0.65971
H -3.54668 0.34349 1.95408
H -1.85795 0.26628 2.48579
H -2.74363 0.64967 -0.44708
H 4.04102 0.75084 -2.49207
H -2.28903 -0.90293 0.28801
H 0.08390 -1.39978 -0.40758
H -2.51818 1.78029 1.76131
H 1.72954 -0.04898 -2.72675
*
```



Q: Which formula does entry 2 have?
A: C6H9GaO5